# 1
Density functional theory data (ωB97M-V/def2-TZVPD) for a 2-piece molecular cluster, C2H7NS2 overall at a distorted geometry.

The geometry in XYZ format:
```
12
Properties=species:S:1:pos:R:3
S -2.670 0.061 -1.570
S -2.680 0.852 0.423
H -2.298 -1.167 -1.179
H -1.493 0.205 0.646
C 1.357 0.088 -0.981
C 1.100 -0.487 0.191
N 0.636 0.251 1.320
H 0.988 1.106 -1.045
H 1.888 -0.386 -1.788
H 1.363 -1.500 0.472
H 0.901 1.216 1.357
H 0.909 -0.239 2.152
```

F_max = 1.44 eV/Å
Energy relative to the best compared isomer or geometry (same formula, charge and spin) = 104.0 kJ/mol
HOMO energy = -0.3077 Eh
Gap between HOMO and LUMO = 0.3212 hartree
E_tot = -25346.9695 eV
LUMO level = 0.37 eV

=====

# 2
Density functional theory data (ωB97M-V/def2-TZVPD) for a 2-piece molecular cluster, C34H25NO2 overall at a distorted geometry.

The geometry in XYZ format:
```
62
Properties=species:S:1:pos:R:3
C 1.567 0.903 5.435
C 2.141 0.070 4.467
C 1.495 -0.132 3.253
C 0.277 0.536 2.959
C -0.432 0.329 1.713
C -0.565 -0.951 1.044
O -1.050 -1.029 -0.092
C -0.133 -2.199 1.778
C -0.516 -2.408 3.104
C -0.068 -3.533 3.797
C 0.748 -4.466 3.143
C 1.037 -4.310 1.781
C 0.552 -3.203 1.084
C -1.212 1.370 1.185
N -1.845 2.268 0.762
C -0.240 1.443 3.915
C 0.374 1.579 5.158
H 2.053 1.022 6.404
H 3.087 -0.439 4.659
H 1.925 -0.807 2.504
H -1.137 -1.658 3.596
H -0.354 -3.667 4.842
H 1.146 -5.318 3.695
H 1.637 -5.053 1.254
H 0.716 -3.083 0.011
H -1.164 1.980 3.678
H -0.090 2.221 5.908
C -5.156 -0.718 -4.560
C -4.543 0.536 -4.674
C -3.186 0.634 -4.996
C -2.466 -0.544 -5.187
O -1.076 -0.505 -5.372
C -0.286 -0.170 -4.274
C 0.330 -1.212 -3.566
C 0.966 -0.917 -2.384
C 1.061 0.416 -1.881
C 1.628 0.596 -0.593
C 1.999 1.806 0.054
C 3.052 1.745 1.014
C 3.456 2.868 1.715
C 2.862 4.110 1.446
C 1.817 4.196 0.519
C 1.338 3.056 -0.116
C 0.594 1.455 -2.739
C -0.128 1.166 -3.886
C -3.073 -1.801 -5.151
C -4.418 -1.883 -4.795
H -6.213 -0.786 -4.296
H -5.115 1.452 -4.516
H -2.679 1.594 -5.092
H 0.248 -2.231 -3.940
H 1.415 -1.724 -1.805
H 1.991 -0.321 -0.125
H 3.530 0.776 1.191
H 4.239 2.777 2.471
H 3.206 5.000 1.972
H 1.352 5.160 0.306
H 0.428 3.099 -0.717
H 0.798 2.494 -2.492
H -0.574 1.952 -4.497
H -2.467 -2.682 -5.360
H -4.886 -2.867 -4.715
```

F_max = 2.48 eV/Å
HOMO energy = -0.2481 Eh
Gap between HOMO and LUMO = 0.1622 hartree
E_tot = -41245.8780 eV
LUMO level = -2.34 eV

=====

# 3
Density functional theory data (ωB97M-V/def2-TZVPD) for C25H32N6Pt as an isolated structure at a distorted geometry.

The geometry in XYZ format:
```
64
Properties=species:S:1:pos:R:3
Pt -0.193 -0.297 0.128
C 2.693 -2.747 1.592
C 1.428 -3.024 2.399
C 0.159 -2.995 1.535
N -0.566 -1.734 1.538
C -1.557 -1.497 2.371
C -1.913 -2.401 3.413
C -2.878 -2.330 4.390
C -3.818 -1.342 4.677
C -3.991 -0.175 3.963
C -3.347 0.292 2.826
C -2.315 -0.265 2.044
N -1.923 0.302 0.914
C -2.714 1.346 0.292
C -2.408 1.572 -1.194
C -2.152 0.343 -2.065
N -0.772 -0.058 -1.897
C -0.195 -0.995 -2.615
C -0.859 -1.716 -3.640
C -0.338 -2.475 -4.667
C 0.986 -2.689 -5.035
C 2.100 -2.227 -4.347
C 2.211 -1.608 -3.115
C 1.199 -1.275 -2.175
N 1.427 -1.014 -0.906
C 2.784 -1.067 -0.372
C 2.837 -1.287 1.134
H 3.567 -3.039 2.178
H 2.686 -3.405 0.716
H 1.512 -4.007 2.870
H 1.327 -2.295 3.208
H 0.435 -3.181 0.495
H -0.513 -3.807 1.816
H -1.304 -3.291 3.462
H -2.893 -3.186 5.058
H -4.457 -1.504 5.536
H -4.754 0.497 4.344
H -3.692 1.260 2.489
H -3.774 1.095 0.416
H -2.556 2.308 0.798
H -3.244 2.145 -1.604
H -1.521 2.203 -1.280
H -2.827 -0.480 -1.788
H -2.360 0.594 -3.113
H -1.939 -1.629 -3.619
H -1.082 -2.928 -5.315
H 1.163 -3.242 -5.948
H 3.052 -2.413 -4.834
H 3.223 -1.388 -2.806
H 3.352 -1.854 -0.876
H 3.278 -0.114 -0.601
H 3.784 -0.878 1.494
H 2.051 -0.678 1.587
C 1.151 3.129 -3.229
N 1.411 3.540 -1.853
C 2.231 4.716 -1.618
C 1.176 2.675 -0.882
N 0.921 1.927 -0.037
H 0.600 3.913 -3.750
H 0.557 2.217 -3.220
H 2.086 2.937 -3.761
H 1.760 5.587 -2.075
H 3.230 4.590 -2.045
H 2.321 4.885 -0.549
```

F_max = 2.02 eV/Å
HOMO energy = -0.2191 Eh
Gap between HOMO and LUMO = 0.2387 hartree
E_tot = -38628.8123 eV
LUMO level = 0.53 eV

=====

# 4
Density functional theory data (ωB97M-V/def2-TZVPD) for a 14-piece molecular cluster, C72H162N5O32S9 overall at a distorted geometry.

The geometry in XYZ format:
```
280
Properties=species:S:1:pos:R:3
C 12.865 24.955 21.440
C 13.442 26.286 20.734
C 14.962 26.406 21.066
C 15.789 25.483 20.240
C 15.567 25.949 18.836
C 14.108 25.794 18.390
N 13.191 26.533 19.287
O 11.803 26.483 18.893
C 14.123 26.414 16.988
C 13.704 24.292 18.158
C 12.757 27.403 21.592
H 11.873 24.745 21.041
H 12.742 25.035 22.520
H 13.431 24.088 21.099
H 15.313 27.437 21.103
H 15.079 26.056 22.092
H 15.614 24.415 20.369
H 16.818 25.610 20.575
H 16.279 25.406 18.215
H 15.913 26.962 18.629
H 13.121 26.448 16.561
H 14.498 27.437 17.030
H 14.816 25.965 16.276
H 13.674 23.615 19.012
H 12.693 24.272 17.751
H 14.250 23.823 17.340
H 12.940 28.370 21.124
H 13.151 27.441 22.608
H 11.673 27.311 21.535
C 21.761 16.895 20.572
C 23.238 16.901 19.884
C 23.980 15.892 20.742
C 25.397 15.584 20.256
C 25.209 14.941 18.916
C 24.491 15.865 17.896
N 23.273 16.397 18.476
O 22.305 17.014 17.583
C 25.395 16.957 17.430
C 24.123 14.784 16.823
C 23.764 18.309 20.225
H 21.210 15.967 20.417
H 21.158 17.705 20.164
H 21.828 17.092 21.642
H 24.065 16.314 21.744
H 23.392 14.979 20.827
H 25.964 14.906 20.895
H 25.966 16.513 20.211
H 24.992 13.875 18.987
H 26.219 14.890 18.510
H 25.027 17.308 16.466
H 25.308 17.826 18.083
H 26.413 16.627 17.221
H 23.447 14.049 17.259
H 23.618 15.256 15.980
H 24.996 14.341 16.343
H 24.850 18.359 20.299
H 23.348 18.661 21.170
H 23.383 19.088 19.564
C 19.247 14.188 23.545
C 18.400 13.391 22.524
C 18.222 12.067 23.198
C 17.206 11.119 22.530
C 15.874 11.799 22.544
C 15.920 13.162 21.864
N 17.074 14.018 22.296
O 17.179 15.438 21.822
C 15.967 12.993 20.283
C 14.632 13.886 22.182
C 19.157 13.158 21.274
H 20.252 13.803 23.720
H 18.599 14.338 24.408
H 19.503 15.152 23.106
H 19.110 11.441 23.117
H 17.926 12.054 24.248
H 17.015 10.144 22.979
H 17.429 10.918 21.482
H 15.544 11.830 23.582
H 15.180 11.110 22.062
H 16.616 12.161 20.011
H 15.067 12.780 19.705
H 16.301 13.896 19.773
H 13.800 13.202 22.014
H 14.643 13.964 23.269
H 14.543 14.871 21.722
H 18.622 12.526 20.565
H 20.179 12.804 21.406
H 19.306 14.114 20.772
C 14.904 20.297 16.381
C 14.890 19.551 17.694
C 13.967 18.314 17.511
C 14.088 17.299 18.712
C 15.560 16.878 18.980
C 16.480 18.093 19.028
N 16.272 19.149 18.000
O 17.227 20.226 18.140
C 16.367 18.669 20.487
C 17.885 17.492 18.966
C 14.178 20.426 18.753
H 13.919 20.625 16.047
H 15.034 19.527 15.621
H 15.507 21.205 16.362
H 12.979 18.649 17.194
H 14.362 17.787 16.643
H 13.488 16.396 18.595
H 13.571 17.753 19.557
H 15.825 16.315 18.085
H 15.659 16.180 19.812
H 16.645 19.712 20.641
H 15.351 18.686 20.880
H 16.925 18.070 21.207
H 18.694 18.219 19.032
H 18.215 16.699 19.637
H 18.043 16.984 18.015
H 14.690 21.389 18.750
H 14.155 20.092 19.790
H 13.160 20.700 18.475
C 18.333 14.365 15.478
C 19.708 13.724 15.168
C 20.746 14.317 16.150
C 20.740 13.663 17.532
C 20.926 12.177 17.266
C 19.823 11.563 16.398
N 19.737 12.222 15.079
O 18.861 11.612 14.147
C 20.149 10.065 16.286
C 18.456 11.695 17.148
C 20.229 14.324 13.817
H 18.129 15.202 14.810
H 18.224 14.809 16.467
H 17.524 13.690 15.198
H 21.735 14.201 15.706
H 20.513 15.378 16.235
H 19.778 13.967 17.945
H 21.475 14.064 18.230
H 20.878 11.592 18.185
H 21.914 11.869 16.923
H 19.272 9.457 16.065
H 20.918 9.841 15.546
H 20.472 9.741 17.276
H 18.534 11.029 18.008
H 18.189 12.660 17.578
H 17.729 11.300 16.438
H 20.389 15.396 13.929
H 19.420 14.137 13.110
H 21.167 13.893 13.467
O 17.175 17.890 10.734
S 16.246 19.003 10.956
O 16.017 20.103 9.948
O 14.766 18.358 11.397
C 14.298 17.217 10.639
C 12.854 17.077 10.961
C 16.678 19.824 12.605
H 14.957 16.360 10.781
H 14.418 17.481 9.588
H 12.628 16.741 11.973
H 12.319 16.526 10.189
H 12.476 18.097 11.030
H 16.974 19.072 13.336
H 15.846 20.366 13.054
H 17.485 20.481 12.281
O 18.517 21.863 21.576
S 19.701 22.407 20.884
O 19.541 23.413 19.881
O 20.743 22.969 22.056
C 21.811 23.845 21.677
C 23.022 23.639 22.640
C 20.666 21.028 20.183
H 21.365 24.838 21.745
H 22.089 23.811 20.624
H 23.227 22.574 22.527
H 22.642 23.839 23.641
H 23.924 24.181 22.356
H 20.620 20.261 20.956
H 21.676 21.394 20.001
H 20.177 20.711 19.262
O 17.193 21.093 26.130
S 17.119 19.642 26.422
O 15.883 18.913 26.466
O 18.209 18.851 25.481
C 18.104 19.189 24.125
C 19.071 18.344 23.279
C 17.924 19.366 28.085
H 18.348 20.249 24.041
H 17.082 19.002 23.795
H 18.878 17.271 23.303
H 20.118 18.522 23.526
H 19.107 18.791 22.286
H 17.715 18.355 28.434
H 17.552 20.133 28.765
H 18.985 19.553 27.921
O 10.668 22.558 22.846
S 11.013 21.670 21.739
O 12.430 21.442 21.412
O 10.294 20.201 21.964
C 10.683 19.120 21.081
C 9.822 17.928 21.545
C 10.047 22.229 20.227
H 11.745 18.876 21.078
H 10.292 19.261 20.073
H 10.214 17.022 21.083
H 8.822 18.048 21.128
H 9.722 17.747 22.616
H 9.749 21.343 19.666
H 10.646 22.967 19.694
H 9.147 22.572 20.738
O 9.995 19.390 17.146
S 9.945 19.095 15.721
O 8.804 19.444 14.866
O 11.368 19.663 15.020
C 11.524 19.716 13.628
C 12.779 20.519 13.376
C 10.246 17.276 15.612
H 10.622 20.113 13.162
H 11.621 18.674 13.323
H 13.547 20.026 13.971
H 12.723 21.601 13.502
H 13.070 20.401 12.332
H 11.286 17.230 15.937
H 10.185 17.043 14.549
H 9.488 16.754 16.197
O 21.468 21.935 17.420
S 20.806 22.332 16.167
O 21.482 23.112 15.149
O 20.348 20.972 15.363
C 19.604 19.957 15.981
C 19.835 18.549 15.460
C 19.091 22.972 16.535
H 18.557 20.228 15.843
H 19.957 19.904 17.011
H 20.884 18.290 15.316
H 19.374 18.525 14.473
H 19.455 17.827 16.183
H 18.340 22.346 17.016
H 18.602 23.204 15.588
H 19.125 23.902 17.102
O 11.569 14.931 17.908
S 10.991 13.742 18.489
O 9.788 13.200 17.854
O 12.181 12.616 18.796
C 11.831 11.277 18.735
C 12.877 10.355 19.373
C 10.718 14.028 20.280
H 11.723 10.961 17.697
H 10.944 11.042 19.323
H 12.609 10.099 20.398
H 13.887 10.765 19.331
H 12.954 9.490 18.715
H 10.299 13.102 20.674
H 9.865 14.665 20.517
H 11.640 14.385 20.739
O 13.287 15.897 14.984
S 14.700 15.516 14.861
O 15.830 16.463 14.735
O 15.198 14.447 16.057
C 14.243 13.434 16.411
C 15.061 12.158 16.393
C 14.826 14.400 13.432
H 13.412 13.281 15.723
H 13.917 13.735 17.407
H 15.722 12.184 17.259
H 15.614 11.981 15.471
H 14.390 11.324 16.600
H 14.560 14.984 12.551
H 14.091 13.617 13.619
H 15.893 14.217 13.306
O 12.064 18.074 24.394
S 12.956 17.685 23.271
O 12.634 16.817 22.178
O 13.751 19.093 22.728
C 14.093 20.070 23.752
C 15.085 21.092 23.150
C 14.474 16.916 24.031
H 14.602 19.656 24.622
H 13.256 20.713 24.024
H 15.923 20.544 22.720
H 15.510 21.713 23.939
H 14.710 21.804 22.416
H 14.278 16.009 24.602
H 14.877 17.654 24.725
H 15.110 16.833 23.149
```

F_max = 6.51 eV/Å
<S²> = 8.776
Energy relative to the best compared isomer or geometry (same formula, charge and spin) = 0.0 kJ/mol
HOMO energy (spin up / spin down) = -0.3237 / -0.3512 Eh
Gap between HOMO and LUMO (spin up / spin down) = 0.3235 / 0.3079 hartree
E_tot = -247758.1367 eV
2S+1 = 6
LUMO level (spin up / spin down) = -0.01 / -1.18 eV

=====

# 5
Density functional theory data (ωB97M-V/def2-TZVPD) for C5H9NO as an isolated structure.

The geometry in XYZ format:
```
16
Properties=species:S:1:pos:R:3
C -0.443 -1.305 0.659
C 0.078 -0.066 -0.042
C 1.610 -0.045 -0.100
C -0.499 0.405 -1.399
O -0.509 1.777 -0.924
C -0.596 1.244 0.344
N -1.387 1.664 1.223
H -1.536 -1.356 0.634
H -0.036 -2.218 0.212
H -0.127 -1.291 1.711
H 2.062 -0.136 0.893
H 1.952 -0.899 -0.699
H 1.983 0.870 -0.570
H -1.540 0.087 -1.520
H 0.088 0.275 -2.310
H -1.422 1.002 1.996
```

F_max = 0.51 eV/Å
Energy relative to the best compared isomer or geometry (same formula, charge and spin) = 176.8 kJ/mol
HOMO energy = -0.3719 Eh
Gap between HOMO and LUMO = 0.4007 hartree
E_tot = -8867.3807 eV
LUMO level = 0.78 eV